ORCA calculation (the ωB97M-V functional and the def2-TZVPD basis) on 8 unconnected molecules or ions with the total composition C16H48O8 in a non-equilibrium geometry.

Calculated values
* SMILES: CCO.CCO.CCO.CCO.CCO.CCO.CCO.CCO
* energy relative to the best compared isomer or geometry (same formula, charge and spin): 64.23 kcal per mole
* E: -1240.2057 a.u.
* HOMO: -0.3472 Eh
* lowest unoccupied orbital energy: 0.37 eV

Geometry as XYZ:
```
72
Properties=species:S:1:pos:R:3:forces:R:3:mulliken_charge:R:1
C -1.257592 0.597310 0.068391 0.2 0.2 -0.5 -0.8690
C 0.119439 0.211285 -0.511452 -1.1 0.8 1.4 0.6093
O -0.084771 -0.503648 -1.683104 0.0 -0.4 -0.5 0.0458
H -1.841369 1.026581 -0.745883 -0.1 0.1 0.0 0.3884
H -1.183699 1.357402 0.846133 0.2 -0.1 0.0 -0.3517
H -1.850792 -0.232571 0.452469 0.3 -0.2 0.0 0.4174
H 0.664798 -0.372700 0.229934 0.2 -0.1 0.0 -0.4013
H 0.671974 1.125804 -0.727004 0.2 0.1 0.1 0.4099
H 0.780477 -0.627341 -2.080164 0.4 -0.3 -0.2 -0.2769
C -0.896251 4.113873 -0.495260 0.7 -1.4 -0.2 -0.6276
C -1.068981 5.534482 -0.805987 0.0 0.9 0.2 -0.5820
O -2.055751 6.069510 0.068555 0.0 0.4 -0.4 -0.4765
H -0.688633 3.906462 0.554494 -0.3 0.2 0.1 0.1058
H -0.011560 3.758195 -1.023394 0.0 -0.2 -0.2 0.3304
H -1.749176 3.534062 -0.848044 0.0 -0.1 0.2 0.2771
H -1.356611 5.661402 -1.849666 -0.2 0.0 -0.2 0.3438
H -0.146928 6.099484 -0.669265 0.3 0.0 0.1 0.3462
H -2.066500 6.996727 -0.179929 -0.5 0.3 0.4 0.2851
C -2.235840 4.599087 3.172195 0.0 -0.4 0.7 -1.3233
C -1.762812 3.179887 3.653364 -0.5 2.4 -1.4 0.6581
O -0.604136 3.335578 4.425857 0.5 -0.7 0.3 -0.5363
H -2.450700 5.247149 4.021878 -0.4 -0.2 0.3 0.4749
H -3.128852 4.530883 2.550919 0.1 0.1 -0.1 0.3258
H -1.468615 5.180639 2.661040 0.1 -0.6 -0.4 0.3021
H -1.508797 2.666898 2.725776 0.2 -0.5 0.3 -0.4321
H -2.591364 2.667219 4.142023 0.1 -0.2 0.2 0.1927
H -0.826200 3.773220 5.250937 -0.1 0.1 0.0 0.3290
C -0.423886 -0.411917 3.737332 -0.7 1.3 0.2 -0.6813
C -1.705027 -0.475226 4.611941 2.0 -0.2 -0.2 -0.2414
O -2.133455 -1.808231 4.538843 -1.3 -0.7 -0.2 -0.5671
H -0.624442 -0.843012 2.756508 0.0 -0.5 0.2 0.0468
H 0.399088 -0.879294 4.278054 0.1 -0.2 -0.4 0.4206
H -0.159810 0.617360 3.494506 0.3 0.2 0.4 0.2343
H -2.445812 0.262388 4.303267 -0.3 -0.5 -0.1 0.1317
H -1.455894 -0.318510 5.661459 0.1 0.8 0.0 0.3017
H -1.499533 -2.321530 5.045067 -0.1 -0.2 0.0 0.3366
C 2.819825 -2.353612 1.583176 0.3 0.3 -0.2 -0.7428
C 3.804404 -3.100656 0.674951 -0.7 -0.1 0.7 -0.3732
O 4.183276 -4.272176 1.334024 0.4 -1.1 1.0 -0.5645
H 3.303040 -2.024254 2.503028 0.3 -0.1 0.0 0.4503
H 1.946727 -2.919584 1.907941 0.0 -0.2 -0.4 0.2713
H 2.515260 -1.438615 1.075122 -0.3 0.0 0.0 0.0276
H 4.688868 -2.471762 0.573358 0.0 0.2 -0.6 0.3529
H 3.356123 -3.431963 -0.261726 -0.1 0.8 -0.3 0.2850
H 4.512355 -4.936279 0.723883 0.0 0.1 -0.1 0.3125
C 2.097795 -0.213733 -4.472846 0.9 -0.2 1.2 -0.8867
C 3.247739 -0.294975 -3.416425 -1.2 1.0 -1.5 -0.3586
O 2.698353 -0.879316 -2.244926 0.5 -0.1 -0.1 -0.3734
H 1.792909 -1.242797 -4.663023 0.0 0.2 -0.4 0.1626
H 2.412861 0.325114 -5.366426 0.0 -0.3 0.0 0.4281
H 1.249726 0.317138 -4.040340 0.0 0.0 0.0 0.1892
H 3.592216 0.712842 -3.184630 0.1 0.2 0.0 0.3821
H 4.094418 -0.829407 -3.847273 0.0 -0.4 0.3 0.3189
H 3.392290 -0.759444 -1.592482 -0.2 -0.3 0.5 0.1729
C -0.760441 -2.292025 -4.563705 -0.3 1.3 -0.4 -0.6115
C -1.709577 -1.054887 -4.388836 -0.6 -2.0 0.5 -0.2357
O -2.273555 -1.119238 -3.081479 -0.4 0.3 -0.7 -0.5750
H -0.362398 -2.254861 -5.577742 0.5 -0.1 0.0 0.3429
H -1.258860 -3.256429 -4.465738 -0.4 0.3 0.2 0.3263
H 0.024439 -2.252329 -3.808391 0.2 0.0 -0.2 -0.1486
H -2.546581 -1.172814 -5.077034 0.0 0.1 -0.1 0.3612
H -1.282916 -0.071192 -4.584791 0.5 -0.1 0.0 0.1967
H -1.535162 -0.912071 -2.504031 0.2 0.1 0.6 0.3351
C 0.491788 -3.958432 -0.534492 0.1 0.2 -0.3 -0.9648
C -0.768908 -3.290467 -0.057135 -0.5 -0.9 0.5 0.7684
O -1.515847 -4.254248 0.708572 0.1 0.0 0.1 -0.6139
H 0.257874 -4.791490 -1.197363 -0.1 0.0 0.0 0.3733
H 1.108855 -4.327064 0.284919 -0.1 0.1 0.0 0.3649
H 1.046130 -3.221404 -1.115515 0.3 0.0 -0.1 -0.0425
H -1.384980 -2.997187 -0.907171 0.1 0.4 0.0 0.1772
H -0.554033 -2.443516 0.594485 0.1 0.3 -0.2 -0.3821
H -2.036000 -3.775777 1.358271 -0.1 0.0 0.0 0.3268
```
Positions in Å, forces in eV/Å.

ORCA calculation (the ωB97M-V functional and the def2-TZVPD basis) on a molecular structure, C25H25N5Ti in a non-equilibrium geometry.

Calculated values
* multiplicity: 4
* charge: +1
* energy relative to the best compared isomer or geometry (same formula, charge and spin): 0.00 kcal per mole
* E: -2090.7035 a.u.
* HOMO (spin up / spin down): -0.2553 / -0.4502 Eh
* lowest unoccupied orbital energy (spin up / spin down): -2.09 / -1.92 eV

Geometry as XYZ:
```
56
Properties=species:S:1:pos:R:3:forces:R:3:mulliken_charge:R:1
Ti 3.274186 -28.375936 32.122694 0.1 0.3 -0.2 0.8508
N 2.416331 -30.568587 32.062229 0.4 0.6 0.2 0.1897
C 3.240192 -31.614648 32.154580 0.4 -0.3 0.0 -0.0946
C 2.883982 -32.830550 32.715875 0.3 0.0 -0.3 -0.6918
C 1.588738 -33.013450 33.146404 -0.3 0.0 0.3 -0.3974
C 0.709384 -31.943144 33.034747 0.0 0.2 -0.1 -0.7329
C 1.166747 -30.749707 32.501442 -0.5 -0.1 -0.1 -0.2162
H 4.253294 -31.494768 31.783143 0.0 0.2 0.0 0.3318
H 3.635088 -33.605667 32.780468 -0.1 -0.1 0.0 0.4369
H 1.265019 -33.951078 33.577956 0.0 0.0 0.0 0.4098
H -0.318284 -32.005278 33.364522 0.0 -0.1 0.0 0.4477
H 0.504453 -29.898694 32.390985 0.0 0.0 0.1 0.3522
N 4.319800 -29.029138 34.275689 -0.7 0.2 -0.8 0.1999
C 5.266386 -28.300737 34.851730 0.5 0.3 -0.1 -0.1812
C 5.530975 -28.326429 36.204970 0.2 -0.1 0.3 -0.7965
C 4.775419 -29.161734 37.003352 -0.3 -0.4 0.0 -0.2868
C 3.791986 -29.946298 36.405692 0.2 0.2 0.5 -0.9201
C 3.599280 -29.845565 35.046933 -0.2 -0.2 0.0 0.0233
H 5.848611 -27.650162 34.209629 -0.1 0.0 -0.1 0.4324
H 6.330690 -27.724795 36.613739 0.0 0.1 0.0 0.4322
H 4.930918 -29.250306 38.070737 0.1 0.2 0.0 0.4139
H 3.187410 -30.600720 37.018502 -0.1 -0.1 -0.1 0.4560
H 2.818982 -30.416476 34.557723 0.1 0.0 0.0 0.2110
N 1.296181 -27.411555 32.906290 1.0 -0.5 0.1 0.5301
C 0.293792 -27.045286 32.118658 -0.7 0.2 -0.6 -0.1749
C -0.942973 -26.641828 32.594901 0.0 0.2 0.3 -0.8444
C -1.138802 -26.619136 33.962553 -0.3 0.3 0.1 -0.3347
C -0.099649 -26.988156 34.795388 0.0 -0.3 0.3 -0.9421
C 1.094961 -27.381453 34.233349 0.0 0.1 0.0 -0.0518
H 0.447396 -27.071932 31.043911 0.3 -0.1 0.1 0.3605
H -1.725702 -26.306564 31.930788 0.0 -0.1 -0.2 0.4683
H -2.067797 -26.269614 34.395721 -0.1 -0.1 -0.1 0.3868
H -0.235686 -27.016138 35.868171 0.1 0.1 0.0 0.4325
H 1.937106 -27.675490 34.848790 0.0 0.0 0.0 0.2722
N 4.529525 -26.308094 32.226927 -0.4 -0.5 0.1 0.4985
C 5.497179 -25.935611 31.384122 0.2 -0.1 -0.3 -0.2962
C 6.328210 -24.848488 31.602072 -0.2 -0.1 0.1 -0.7502
C 6.109480 -24.065423 32.723021 0.1 0.2 -0.3 -0.2967
C 5.072196 -24.402669 33.575988 0.2 0.1 0.1 -0.8891
C 4.332332 -25.535567 33.300856 -0.2 0.1 0.3 -0.1634
H 5.622464 -26.534802 30.487149 0.0 -0.1 0.1 0.3968
H 7.125788 -24.634351 30.905962 0.0 0.1 0.0 0.4261
H 6.719102 -23.184443 32.878793 0.0 0.0 0.2 0.3954
H 4.865801 -23.804859 34.452382 -0.1 -0.1 0.0 0.4649
H 3.549874 -25.848602 33.984645 0.0 0.0 -0.1 0.2753
N 2.952908 -27.965459 29.876097 0.0 -0.8 0.6 0.2999
C 3.111160 -29.051654 29.103967 -0.1 -0.3 -0.5 0.1247
C 3.024349 -29.033677 27.721250 0.0 0.0 0.4 -0.8819
C 2.756814 -27.829841 27.089489 -0.2 0.1 -0.2 -0.1923
C 2.565933 -26.701731 27.874626 0.0 -0.3 0.0 -0.9540
C 2.669707 -26.826306 29.247507 0.2 0.9 0.0 -0.3285
H 3.280720 -30.003138 29.594896 0.0 0.1 0.2 0.1294
H 3.135225 -29.967731 27.189487 0.1 0.1 -0.1 0.4440
H 2.656416 -27.775389 26.012646 0.1 0.0 0.0 0.3889
H 2.318619 -25.747076 27.434870 0.1 0.1 0.0 0.4152
H 2.586235 -25.946239 29.879257 -0.1 -0.1 0.0 0.5205
```
Positions in Å, forces in eV/Å.

ORCA calculation (the ωB97M-V functional and the def2-TZVPD basis) on 2 unconnected molecules or ions with the total composition C2H9N6 in a non-equilibrium geometry.

Calculated values
* charge: +1
* energy relative to the best compared isomer or geometry (same formula, charge and spin): 39.61 kcal per mole
* E: -409.7689 a.u.
* HOMO: -0.4914 Eh
* lowest unoccupied orbital energy: -4.87 eV

Geometry as XYZ:
```
17
Properties=species:S:1:pos:R:3:forces:R:3:mulliken_charge:R:1
C 1.744810 -0.447554 0.128156 -2.7 -0.4 2.0 0.4372
C 1.162894 0.439591 1.247028 -0.1 0.7 0.0 -0.3815
N 0.637472 -0.931316 -0.577906 4.5 -0.8 0.6 -0.8445
N -0.295250 0.338208 1.007661 0.9 -0.7 1.8 -0.5229
N 3.002675 -0.861088 0.034220 -1.2 -0.5 -2.6 -0.3181
N -2.338463 1.421857 -0.980890 0.7 -0.6 -1.5 -0.6558
N -1.580617 -0.890993 -0.330385 -2.0 -1.4 0.0 -0.7442
N -0.409639 -0.535303 0.127106 1.4 1.7 0.3 1.4918
H 1.458009 0.295321 2.380289 -0.7 -0.1 -2.4 0.3539
H 1.394094 1.491815 1.004089 0.2 -0.2 0.2 0.3125
H 3.869572 -0.491698 0.416399 -0.8 0.4 0.2 0.2722
H 3.105526 -1.381997 -0.850085 0.5 0.0 0.7 0.3093
H -2.802863 1.940162 -1.731420 -0.4 0.2 1.2 0.2384
H -2.862563 1.202666 -0.119200 -0.3 0.9 -1.3 0.2368
H -1.785568 -1.900381 -0.330092 0.4 0.7 0.0 0.3100
H -2.267930 -0.243222 0.051821 0.0 -1.3 0.2 0.1727
H -2.032156 0.553940 -1.476791 -0.6 1.4 0.6 0.3321
```
Positions in Å, forces in eV/Å.

ORCA calculation (the ωB97M-V functional and the def2-TZVPD basis) on a molecular structure, C5H8N3NdO4S3Te in a non-equilibrium geometry.

Calculated values
* multiplicity: 4
* E: -2684.5927 a.u.
* HOMO (spin up / spin down): -0.2707 / -0.2703 Eh
* lowest unoccupied orbital energy (spin up / spin down): -0.54 / -0.53 eV

Geometry as XYZ:
```
25
Properties=species:S:1:pos:R:3:forces:R:3:mulliken_charge:R:1
Nd 0.607136 -0.449888 -0.274982 -1.8 -0.3 0.0 1.3023
N 0.783472 1.519832 1.474871 -0.6 -0.2 -0.3 -0.6079
N 0.623019 2.792735 0.875755 -0.3 1.4 -0.2 -0.0956
C 1.080396 3.118217 -0.382330 -0.6 -0.8 1.2 0.6635
N 1.174314 4.415986 -0.635997 0.3 2.0 -0.3 -0.4273
S 1.499783 2.078160 -1.639902 0.2 -0.8 0.5 -0.4616
H 0.148960 1.375540 2.336272 1.6 0.2 -2.0 0.2804
H 1.789763 1.365851 1.548122 -0.2 0.0 1.3 0.3712
H 0.206762 3.550504 1.459797 0.8 -1.1 -0.7 0.2317
H 0.885514 5.130552 0.038644 0.3 -0.5 -0.4 0.1950
H 1.674579 4.741559 -1.482656 -0.9 -0.6 0.9 0.2278
O 0.088156 -1.467568 2.035186 1.2 0.7 0.1 -0.5140
S 1.300439 -2.223143 1.597688 0.1 -4.3 -2.2 1.0733
O 1.874539 -3.263555 2.407629 -0.5 1.4 0.4 -0.6543
O 0.786249 -2.886187 0.246474 0.9 2.5 1.4 -0.5728
O 2.345951 -1.212805 1.085937 -1.2 0.5 0.4 -0.6168
Te -2.370263 0.969589 0.160976 0.4 0.1 -0.5 0.0175
C -2.116706 -0.797255 -0.930252 -0.3 -2.4 0.2 -0.6665
C -2.072157 -2.093662 -0.306281 0.3 3.5 -1.1 -0.2772
C -1.787747 -3.118959 -1.170676 0.7 -2.2 -0.6 -0.2745
C -1.653504 -2.709063 -2.477391 0.4 -2.8 0.2 -0.2799
S -1.929178 -1.079399 -2.687574 0.2 1.6 1.1 -0.1137
H -2.054505 -2.177680 0.739923 -0.3 -0.1 1.2 0.5653
H -1.555185 -4.146177 -0.769303 -0.4 1.2 -0.9 0.2853
H -1.329792 -3.433173 -3.249937 -0.4 1.0 0.2 0.3487
```
Positions in Å, forces in eV/Å.